This record from the OMol25 dataset describes a cluster of 2 separate species, C4H9NO2 in total. The level of theory is the ωB97M-V functional and the def2-TZVPD basis.

Last column: Löwdin charge in e.
Cartesian coordinates (Å):
C: -2.41 0.70 0.86  -0.1571
C: -1.95 -0.62 0.26  -0.1778
N: 0.72 0.06 -1.07  0.1063
C: 0.72 0.30 0.15  -0.3439
O: 0.79 0.51 1.29  0.2151
O: 2.05 0.62 -1.32  -0.1787
C: 3.08 -0.28 -0.93  -0.0956
H: -2.87 1.34 0.10  0.0687
H: -3.15 0.53 1.65  0.0652
H: -1.57 1.25 1.31  0.0495
H: -1.39 -1.23 0.98  0.0722
H: -2.79 -1.23 -0.10  0.0704
H: -1.31 -0.46 -0.62  0.0331
H: 3.89 -0.08 -1.64  0.0911
H: 3.44 -0.09 0.09  0.0880
H: 2.74 -1.31 -1.01  0.0934

As for the spin multiplicity: 1. For the energy above the lowest of the compared OMol25 structures with the same formula, charge and spin, the calculation gives 95.8 kcal per mole. Its LUMO energy is 0.0286 Ha. Its total charge is 0.

=====

This record from the OMol25 dataset describes an isolated molecule of C4H9NO2 at a distorted geometry. The level of theory is the ωB97M-V functional and the def2-TZVPD basis.

Last column: Löwdin charge in e.
Cartesian coordinates (Å):
O: 0.59 -1.90 -1.87  0.1178
C: -0.17 -1.16 -1.33  -0.5059
O: -1.31 -0.75 -1.96  0.0929
C: -0.02 -0.60 0.07  -0.3360
C: -0.31 0.92 0.05  -0.2127
C: -0.06 1.62 1.37  -0.1082
N: 1.25 -0.90 0.69  0.0594
H: -1.40 -1.34 -2.71  0.1256
H: -0.79 -1.14 0.63  0.1592
H: -1.37 1.01 -0.17  0.1086
H: 0.23 1.33 -0.81  0.1198
H: -0.62 1.14 2.17  0.0773
H: 0.98 1.60 1.69  0.0648
H: -0.38 2.66 1.26  0.0701
H: 1.36 -1.89 0.84  0.0778
H: 2.02 -0.59 0.10  0.0894

As for the spin multiplicity: 1. For the energy above the lowest of the compared OMol25 structures with the same formula, charge and spin, the calculation gives 12.1 kcal per mole. Its LUMO energy is 0.0270 Ha. Its total charge is 0.